Record 1
CH6NO | wB97M-V/def2-TZVPD

Results
F_max = 1.307 eV Å⁻¹
Relative energy (zero: lowest compared OMol25 entry of this formula, charge and spin) = 17.9 kJ/mol
Total charge = -1
2S+1 = 1

Last column: Mulliken charge in e.
Positions of all 9 atoms, in Å:
1 O 2.001 -0.767 0.006  -1.105
2 H 2.422 -1.471 0.464  0.125
3 C -0.839 0.755 0.216  -0.684
4 N -0.703 -0.310 -0.781  -0.781
5 H 0.132 1.038 0.637  0.280
6 H -1.247 1.685 -0.195  0.234
7 H -1.531 0.448 0.999  0.253
8 H -0.496 -1.137 -0.219  0.313
9 H 0.262 -0.241 -1.126  0.365

Record 2
C43H33BrN11O2W | wB97M-V/def2-TZVPD

Results
F_max = 0.905 eV Å⁻¹
Relative energy (zero: lowest compared OMol25 entry of this formula, charge and spin) = 23.6 kJ/mol
Total charge = +1
Expectation value of S² = 2.030
2S+1 = 3

Last column: Mulliken charge in e.
Positions of all 91 atoms, in Å:
1 W 0.686 -0.673 -0.369  1.967
2 O -2.873 -2.904 0.094  -0.612
3 C -2.039 -2.080 -0.182  -0.804
4 N -0.856 -1.820 0.488  1.087
5 C -0.785 -2.087 1.849  -0.784
6 O -1.407 -2.904 2.478  -0.598
7 C 0.154 -1.135 2.551  0.965
8 C 0.307 -1.180 3.923  -0.837
9 C 1.144 -0.256 4.529  -0.712
10 C 1.802 0.674 3.741  -1.016
11 C 1.598 0.659 2.374  -0.435
12 N 0.781 -0.224 1.793  0.131
13 C -2.278 -1.095 -1.303  0.760
14 C -3.469 -1.115 -2.001  -0.625
15 C -3.703 -0.109 -2.928  -0.880
16 C -2.746 0.873 -3.110  -0.990
17 C -1.571 0.807 -2.378  -0.575
18 N -1.339 -0.165 -1.500  1.189
19 H -0.235 -1.933 4.476  0.635
20 H 1.283 -0.264 5.602  0.492
21 H 2.468 1.409 4.170  0.542
22 H 2.091 1.364 1.717  0.224
23 H -4.184 -1.896 -1.788  0.634
24 H -4.628 -0.086 -3.488  0.481
25 H -2.897 1.686 -3.807  0.526
26 H -0.796 1.554 -2.494  0.287
27 C -3.435 0.768 2.918  -0.654
28 C -3.338 0.394 1.586  -0.253
29 N -2.389 0.880 0.792  0.027
30 C -1.534 1.748 1.319  -0.039
31 C -1.647 2.125 2.660  -0.269
32 N -2.582 1.632 3.458  -0.637
33 C -0.505 2.411 0.460  -0.349
34 C -0.554 3.780 0.454  -0.722
35 C 0.329 4.527 -0.361  0.459
36 C 1.237 3.825 -1.096  -1.269
37 C 1.292 2.414 -1.035  0.208
38 N 0.408 1.692 -0.265  0.841
39 C 2.246 1.676 -1.780  -0.200
40 C 3.293 2.258 -2.548  -0.441
41 N 4.153 1.573 -3.240  -0.627
42 C 4.027 0.210 -3.189  -0.629
43 C 3.066 -0.395 -2.445  -0.915
44 N 2.144 0.311 -1.739  0.581
45 C 0.254 6.003 -0.413  0.138
46 C -0.064 6.747 0.719  -0.581
47 C -0.106 8.129 0.623  -0.391
48 N 0.132 8.798 -0.501  -0.599
49 C 0.428 8.083 -1.582  -0.440
50 C 0.503 6.699 -1.592  -0.532
51 H -4.209 0.363 3.558  0.431
52 H -4.028 -0.325 1.157  0.511
53 H -0.951 2.832 3.097  0.565
54 H -1.324 4.282 1.023  0.900
55 H 1.936 4.353 -1.728  0.623
56 H 3.411 3.335 -2.565  0.460
57 H 4.744 -0.373 -3.748  0.432
58 H 3.013 -1.473 -2.379  0.363
59 H -0.254 6.267 1.670  0.461
60 H -0.342 8.728 1.496  0.377
61 H 0.611 8.644 -2.492  0.374
62 H 0.727 6.178 -2.513  0.462
63 C 1.344 -4.450 1.157  -1.133
64 C 2.717 -3.976 0.766  0.809
65 C 3.788 -4.846 0.916  -1.012
66 C 5.092 -4.414 0.743  -0.882
67 C 5.347 -3.081 0.462  -0.947
68 C 4.311 -2.174 0.289  1.034
69 C 4.648 -0.729 0.043  -1.098
70 C 2.985 -2.650 0.373  0.410
71 N 1.950 -1.782 0.070  1.971
72 H 1.125 -5.429 0.729  0.498
73 H 0.557 -3.754 0.884  -0.072
74 H 1.290 -4.558 2.243  0.371
75 H 3.592 -5.871 1.205  0.513
76 H 5.913 -5.108 0.864  0.412
77 H 6.369 -2.731 0.382  0.498
78 H 5.430 -0.415 0.735  0.671
79 H 3.787 -0.078 0.176  -0.320
80 H 5.028 -0.572 -0.969  0.244
81 Br -0.277 -4.425 -6.220  -0.105
82 C 0.032 -3.405 -4.680  -0.149
83 C 0.191 -2.030 -4.773  -0.911
84 C 0.410 -1.318 -3.613  -0.088
85 N 0.475 -1.888 -2.402  0.122
86 C 0.332 -3.215 -2.333  -0.305
87 C 0.108 -4.013 -3.439  -0.834
88 H 0.151 -1.521 -5.724  0.516
89 H 0.552 -0.248 -3.652  0.324
90 H 0.394 -3.655 -1.351  0.227
91 H -0.005 -5.081 -3.324  0.518

Record 3
C3H3N3O | wB97M-V/def2-TZVPD

Results
F_max = 6.454 eV Å⁻¹
SMILES = ON=C1N=CC=N1
Relative energy (zero: lowest compared OMol25 entry of this formula, charge and spin) = 400.4 kJ/mol
Total charge = 0
2S+1 = 1

Last column: Mulliken charge in e.
Positions of all 10 atoms, in Å:
1 C 0.030 -0.261 -0.427  0.549
2 C -0.229 0.666 1.544  -0.259
3 C -0.834 1.453 0.548  -0.070
4 H 1.269 -2.637 -2.115  0.407
5 H -0.048 1.053 2.540  0.364
6 H -1.399 2.315 0.443  0.476
7 N 0.399 -1.048 -1.424  -0.222
8 N 0.286 -0.436 0.942  -0.484
9 N -0.742 0.871 -0.729  -0.477
10 O 1.268 -1.975 -1.323  -0.283

Record 4
C4H11NS | wB97M-V/def2-TZVPD

Results
F_max = 5.987 eV Å⁻¹
Relative energy (zero: lowest compared OMol25 entry of this formula, charge and spin) = 529.1 kJ/mol
Total charge = 0
2S+1 = 1

Last column: Mulliken charge in e.
Positions of all 17 atoms, in Å:
1 C 2.367 1.679 1.465  -0.978
2 C 1.340 0.518 1.381  -0.338
3 S -0.170 1.109 0.569  -0.609
4 H 2.033 2.613 1.939  0.265
5 H 2.427 1.898 0.344  0.237
6 H 3.374 1.411 1.822  0.303
7 H 0.995 0.149 2.373  0.279
8 H 1.776 -0.284 0.748  0.195
9 C -1.639 -1.378 -1.485  0.043
10 C -1.497 -2.229 -0.249  -0.396
11 N -0.497 -0.909 -2.261  -0.399
12 H -2.579 -1.510 -2.033  0.355
13 H -2.344 -2.790 0.064  0.286
14 H -0.512 -2.574 -0.037  0.296
15 H -1.597 -0.952 -0.345  0.057
16 H -0.078 -0.192 -1.617  0.160
17 H -0.720 -0.695 -3.203  0.244

Record 5
C5H9O5 | wB97M-V/def2-TZVPD

Results
F_max = 5.769 eV Å⁻¹
Relative energy (zero: lowest compared OMol25 entry of this formula, charge and spin) = 926.1 kJ/mol
Total charge = 0
Expectation value of S² = 1.672
2S+1 = 2

Last column: Mulliken charge in e.
Positions of all 19 atoms, in Å:
1 H 0.300 -1.623 -0.361  0.306
2 C -0.107 -0.854 0.348  -0.014
3 C 1.225 0.158 0.483  0.630
4 C 2.083 0.861 1.340  -0.966
5 O -2.039 -1.636 2.420  -0.113
6 O -0.858 -1.814 1.456  -0.284
7 C 1.815 0.190 -0.834  -1.197
8 C -1.354 -0.309 -0.388  0.129
9 O -1.195 0.086 -1.730  -0.616
10 O -1.780 0.694 0.469  -0.229
11 O -2.900 1.399 -0.172  -0.380
12 H 2.424 0.202 2.115  0.292
13 H 1.696 1.740 1.850  0.281
14 H 2.567 1.001 -0.865  0.438
15 H 2.374 -0.729 -1.053  0.296
16 H 1.128 0.340 -1.663  0.289
17 H -2.106 -1.117 -0.410  0.472
18 H -0.886 -0.625 -2.267  0.327
19 H -2.388 2.036 -0.736  0.341

Record 6
C3H4OP2 | wB97M-V/def2-TZVPD

Results
F_max = 4.029 eV Å⁻¹
Relative energy (zero: lowest compared OMol25 entry of this formula, charge and spin) = 116.4 kJ/mol
Total charge = 0
Expectation value of S² = 2.027
2S+1 = 3

Last column: Mulliken charge in e.
Positions of all 10 atoms, in Å:
1 C -0.610 -0.239 -1.515  -0.266
2 C -1.119 -0.546 -0.289  -0.462
3 C 0.856 1.859 -0.388  -0.487
4 O 0.797 -0.563 1.545  -0.437
5 P 0.675 1.096 -1.842  -0.060
6 P -0.448 0.448 1.125  0.208
7 H -0.883 -0.988 -2.302  0.279
8 H -1.859 -1.204 0.059  0.415
9 H 1.405 2.615 0.048  0.471
10 H 0.951 -0.387 2.481  0.340

Question: What is the 2S+1 in the sixth record?
Answer: 3

Question: The highest relative energy (zero: lowest compared OMol25 entry of this formula, charge and spin) belongs to which entry?
Answer: C5H9O5